Record 1
Below is a molecular structure, C4H6O3Sn in a non-equilibrium geometry, with properties calculated with the ωB97M-V functional and the def2-TZVPD basis.

The calculation puts the HOMO-LUMO gap (spin up / spin down) at 0.1942 / 0.1939 hartree. The total charge is -1. As for the spin multiplicity: 2. As for the relative energy (zero: lowest compared OMol25 entry of this formula, charge and spin): 2.3124 eV.

Atoms and positions in Å:
H1 0.70 -1.89 0.65
C1 0.69 -0.89 0.18
C2 -0.60 -0.24 0.15
H2 0.88 -0.79 -0.95
H3 -0.68 0.67 -0.46
O1 1.83 -0.25 0.90
O2 2.16 1.06 0.34
Sn1 3.58 -0.06 0.03
C3 -1.91 0.88 2.10
C4 -1.39 -0.20 1.47
O3 -2.64 0.83 3.29
H4 -1.67 1.90 1.83
H5 -1.33 -1.14 2.04
H6 -2.72 -0.09 3.58

Record 2
Below is a molecular structure, C4H6O3Tl in a non-equilibrium geometry, with properties calculated with the ωB97M-V functional and the def2-TZVPD basis.

The calculation puts the HOMO-LUMO gap at 0.2722 hartree. The total charge is +1. As for the relative energy (zero: lowest compared OMol25 entry of this formula, charge and spin): 0.2015 eV.

Atoms and positions in Å:
H1 0.29 1.01 -1.33
O1 -0.79 -0.55 -1.08
Tl1 3.00 -3.10 0.29
O2 1.24 -1.50 -0.17
C1 0.49 -0.54 -0.16
O3 0.39 0.31 0.82
C2 0.71 -0.11 2.15
C3 -0.87 0.60 -1.75
C4 -1.96 1.29 -2.03
H2 0.25 0.63 2.81
H3 0.28 -1.10 2.34
H4 1.80 -0.12 2.28
H5 -1.88 2.36 -2.22
H6 -2.95 0.83 -1.96

Record 3
Below is a single C4H6O4 molecule in a non-equilibrium geometry, with properties calculated with the ωB97M-V functional and the def2-TZVPD basis.

The calculation puts the HOMO-LUMO gap at 0.4012 hartree. As for the SMILES: O=CC1OCOCO1. As for the relative energy (zero: lowest compared OMol25 entry of this formula, charge and spin): 2.6391 eV.

Atoms and positions in Å:
C1 2.23 0.09 0.25
C2 0.83 0.02 -0.37
C3 -1.13 -1.18 -0.09
C4 -1.15 1.11 0.17
H1 2.22 0.35 1.32
H2 0.85 -0.15 -1.46
H3 -1.72 -1.54 0.75
H4 -1.20 -1.89 -0.92
H5 -1.66 1.99 -0.15
H6 -1.28 0.96 1.24
O1 3.24 -0.09 -0.40
O2 0.20 -1.01 0.35
O3 -1.66 0.04 -0.56
O4 0.23 1.28 -0.14

Record 4
Below is a molecular structure, C4H6O4Si in a non-equilibrium geometry, with properties calculated with the ωB97M-V functional and the def2-TZVPD basis.

The calculation puts the HOMO-LUMO gap at 0.3910 hartree. As for the relative energy (zero: lowest compared OMol25 entry of this formula, charge and spin): 0.0000 eV.

Atoms and positions in Å:
C1 1.03 -2.87 -1.49
C2 1.42 -3.26 -0.04
C3 1.54 0.46 -0.60
C4 -1.42 -0.50 0.46
O1 1.40 -3.48 -2.47
O2 1.96 -4.17 0.40
O3 0.27 -1.83 -1.48
O4 0.80 -2.21 0.96
Si1 0.34 -0.96 -0.06
H1 1.54 0.52 -1.61
H2 1.18 1.49 -0.35
H3 2.61 0.42 -0.37
H4 -1.81 -1.10 1.30
H5 -1.49 0.61 0.74
H6 -2.27 -0.46 -0.22

- Which value of relative energy (zero: lowest compared OMol25 entry of this formula, charge and spin) does entry 3 give?
  2.6391 eV

- Among the records above, which one has the lowest relative energy (zero: lowest compared OMol25 entry of this formula, charge and spin)?
  C4H6O4Si

- Look up the relative energy (zero: lowest compared OMol25 entry of this formula, charge and spin) of the first one.
  2.3124 eV